Entry a
CHF3O2P | wB97M-V/def2-TZVPD

Positions of all 8 atoms, in Å:
C: -0.0768 0.6350 -0.3359
O: 1.9317 1.3698 -2.3925
O: 2.4216 1.4110 0.1467
F: -0.5265 1.8739 -0.1232
F: -0.9279 -0.0101 -1.0282
F: 0.6376 -2.0893 -0.4847
P: 1.6407 0.8464 -0.9898
H: 0.0442 0.2379 0.6310

Calculated values
Spin multiplicity: 1
Net charge: -1
Gap between HOMO and LUMO (eV): 7.585

---

Entry b
CHF3O2P | wB97M-V/def2-TZVPD

Positions of all 8 atoms, in Å:
C: 1.1247 -0.9428 -0.3316
O: -2.8264 2.4610 1.0880
O: -0.8947 1.0414 0.5883
F: 1.2448 -1.9413 0.5818
F: 2.3689 -0.5149 -0.4608
F: 0.6176 -1.5418 -1.3878
P: -2.2176 1.5113 0.0560
H: 0.5828 -0.0730 -0.1339

Calculated values
Spin multiplicity: 1
Net charge: -1
Gap between HOMO and LUMO (eV): 8.282

---

Computed energies relative to the best structure, in hartree: entry a 0.0793; entry b 0.0000

---

Entry a
C4H5NO2S | wB97M-V/def2-TZVPD

Positions of all 13 atoms, in Å:
C: -2.6610 -1.0197 -0.2633
C: -2.2667 0.3130 0.1708
O: -0.8271 0.7580 0.0764
C: 0.2598 0.0527 -0.0154
O: 0.3624 -1.1620 0.3868
C: 1.4748 0.9936 -0.1052
N: 2.6383 0.7670 -0.0958
S: 3.6021 -0.6539 -0.0442
H: -1.8770 -1.8562 -0.8418
H: -3.6268 -1.3366 -0.1661
H: -2.9164 1.2520 0.5640
H: 0.9664 1.9484 -0.3360
H: 4.8713 -0.0563 0.6698

Calculated values
Spin multiplicity: 1
SMILES string: C=COC(=O)/C=N\S
Gap between HOMO and LUMO (eV): 8.790

---

Entry b
C4H5NO2S | wB97M-V/def2-TZVPD

Positions of all 13 atoms, in Å:
S: 2.7616 -0.4222 0.1139
C: 1.2980 0.2109 0.0396
N: 1.0938 1.5451 0.0525
O: -0.2321 1.9559 0.4815
C: -0.9339 0.8367 -0.3559
C: -0.0370 -0.3440 -0.0421
C: -0.6882 -1.6960 -0.1757
O: -0.5276 -0.9681 1.0991
H: 1.6980 2.0824 0.8327
H: -0.8053 0.7875 -1.4930
H: -1.9040 0.6313 0.0078
H: -0.0262 -2.5530 -0.1396
H: -1.6972 -2.0666 -0.4210

Calculated values
Spin multiplicity: 1
SMILES string: S=C1NOC[C@@]12CO2
Gap between HOMO and LUMO (eV): 8.799

---

Computed energies relative to the best structure, in hartree: entry a 0.0043; entry b 0.0000

---

Entry a
C4H5NO2S | wB97M-V/def2-TZVPD

Positions of all 13 atoms, in Å:
N: -1.8876 -0.8947 0.1270
C: -0.5054 -0.6260 -0.0778
C: 0.0917 0.5638 0.0436
C: -0.5019 1.8768 0.3060
O: 0.1186 2.9063 0.2337
O: 1.4091 0.5561 -0.2868
C: 1.9407 -0.7134 -0.0607
S: 0.5819 -1.8939 -0.5177
H: -2.5465 -0.2097 -0.3478
H: -2.1467 -1.8160 -0.1917
H: -1.5443 1.8735 0.5283
H: 2.7633 -0.8213 -0.7424
H: 2.2271 -0.8016 0.9864

Calculated values
Spin multiplicity: 1
SMILES string: NC1=C(C=O)OCS1
Gap between HOMO and LUMO (eV): 8.446

---

Entry b
C4H5NO2S | wB97M-V/def2-TZVPD

Positions of all 13 atoms, in Å:
N: 2.0014 -0.8169 -0.0631
C: 0.6494 -0.3491 -0.1097
C: -0.6606 -0.9291 -0.0853
C: -1.5442 0.1185 -0.1266
S: -3.2811 0.2284 -0.1554
O: -0.9269 1.3517 -0.0782
C: 0.3896 1.0158 -0.0557
O: 1.1921 2.0717 -0.1393
H: 2.2754 -1.2792 0.8165
H: 2.2092 -1.5335 -0.7931
H: -0.8832 -2.0132 -0.2438
H: -3.4956 0.5374 1.1198
H: 2.0746 1.5976 -0.0863

Calculated values
Spin multiplicity: 1
SMILES string: Nc1cc(S)oc1O
Gap between HOMO and LUMO (eV): 8.635

---

Computed energies relative to the best structure, in hartree: entry a 0.0108; entry b 0.0000

---

Entry a
C3H6OS2 | wB97M-V/def2-TZVPD

Positions of all 12 atoms, in Å:
C: -0.5290 -0.3722 -0.2728
C: -1.6076 0.6162 -0.4281
O: -2.8174 0.6061 -0.1531
C: 0.3871 -0.1305 0.8357
S: 0.9197 -1.8494 1.0730
S: 2.4487 0.8211 -1.1031
H: -0.0272 -0.6054 -1.2092
H: -1.0629 -1.3626 -0.0185
H: -1.1486 1.6627 -0.4587
H: -0.0125 0.2431 1.7896
H: 0.9121 0.7145 0.3591
H: 2.5378 -0.3436 -0.4137

Calculated values
Spin multiplicity: 1
Gap between HOMO and LUMO (eV): 4.534

---

Entry b
C3H6OS2 | wB97M-V/def2-TZVPD

Positions of all 12 atoms, in Å:
C: 1.5052 0.5752 -0.1004
C: 1.3566 0.7303 -1.6201
O: 2.1100 1.2309 -2.4157
C: 0.3676 -0.2591 0.5833
S: -0.3171 0.7359 2.0282
S: -2.1273 -1.7219 -0.3869
H: 1.4210 1.5732 0.3135
H: 2.5146 0.1465 0.1381
H: 0.4005 0.3869 -2.0310
H: 0.9832 -1.0314 1.0179
H: -0.3877 -0.6291 -0.1596
H: -2.0779 -0.7967 0.6079

Calculated values
Spin multiplicity: 1
Gap between HOMO and LUMO (eV): 4.618

---

Computed energies relative to the best structure, in hartree: entry a 0.0236; entry b 0.0000

---

Entry a
C3H6OS2 | wB97M-V/def2-TZVPD

Positions of all 12 atoms, in Å:
C: -0.9733 -1.6399 -1.1963
O: -0.5361 -1.6333 0.1103
C: 0.1969 -0.7733 0.8563
S: 0.4026 -0.4577 2.4478
S: 0.3975 0.6603 -0.3414
C: 0.9331 2.0393 0.5187
H: -1.2997 -2.6926 -1.4071
H: -0.4165 -1.3574 -2.1003
H: -1.7502 -0.8042 -1.3204
H: 1.9494 1.6814 0.7927
H: 0.3130 1.9427 1.6262
H: 0.7833 3.0348 0.0134

Calculated values
Spin multiplicity: 1
SMILES string: COC(=S)SC
Gap between HOMO and LUMO (eV): 8.954

---

Entry b
C3H6OS2 | wB97M-V/def2-TZVPD

Positions of all 12 atoms, in Å:
C: 1.6792 -0.2211 1.0270
C: -0.7423 0.1377 -0.4424
C: -1.7724 -0.8607 0.1630
O: 0.4111 0.3674 -0.0688
S: 3.0793 0.4480 0.2527
S: -1.4184 1.1985 -1.6940
H: 1.6712 -1.2136 0.9373
H: -2.7317 -0.3785 0.0687
H: -1.3669 -0.9152 1.1615
H: -1.7240 -1.8125 -0.4333
H: 3.3560 1.3774 1.3327
H: -0.4411 1.8727 -2.3043

Calculated values
Spin multiplicity: 1
Gap between HOMO and LUMO (eV): 7.609

---

Computed energies relative to the best structure, in hartree: entry a 0.0000; entry b 0.0631

---

Entry a
C3H6OS2 | wB97M-V/def2-TZVPD

Positions of all 12 atoms, in Å:
C: -1.6037 -0.8921 0.0353
S: -0.0331 -1.7159 -0.3597
C: 1.2011 -0.5286 -0.0121
S: 2.7741 -0.9400 -0.1845
C: 0.7874 0.8766 0.3773
O: 0.1158 1.5472 -0.6729
H: -2.3952 -1.5616 -0.2960
H: -1.6821 0.0563 -0.4754
H: -1.7367 -0.7574 1.1147
H: 1.7038 1.4191 0.6903
H: 0.1136 0.8389 1.1929
H: 0.7548 1.6575 -1.4099

Calculated values
Spin multiplicity: 1
SMILES string: CSC(=S)CO
Gap between HOMO and LUMO (eV): 8.494

---

Entry b
C3H6OS2 | wB97M-V/def2-TZVPD

Positions of all 12 atoms, in Å:
C: -0.1121 0.8613 1.1213
C: -0.4128 0.1672 -0.1512
O: -1.1461 -0.9822 0.1478
C: 0.8460 -0.0965 -0.9795
S: 1.5782 1.1259 -1.7408
S: 1.5358 -1.6866 -0.9468
H: 0.3899 0.2214 1.8566
H: -1.0632 1.1417 1.5767
H: 0.4234 1.7900 0.9952
H: -0.9233 0.9374 -0.7251
H: -1.5580 -1.2480 -0.7153
H: 0.4423 -2.2317 -0.4388

Calculated values
Spin multiplicity: 1
SMILES string: C[C@H](O)C(=S)S
Gap between HOMO and LUMO (eV): 8.574

---

Computed energies relative to the best structure, in hartree: entry a 0.0024; entry b 0.0000